{"formula": "C42H89BN7O17", "method": "ωB97M-V/def2-TZVPD", "charge": 1, "homo_energy_ev": -10.01, "total_energy_ha": -3340.45987, "lumo_ev": -4.61, "gap_ev": 5.40, "mol_weight_da": 975.02, "symbols": ["C", "C", "O", "C", "C", "O", "C", "C", "O", "C", "C", "O", "N", "C", "N", "N", "C", "C", "O", "C", "C", "C", "C", "C", "C", "C", "O", "B", "O", "O", "O", "H", "H", "H", "H", "H", "H", "H", "H", "H", "H", "H", "H", "H", "H", "H", "H", "H", "H", "H", "H", "H", "H", "H", "H", "H", "H", "H", "H", "H", "C", "O", "C", "C", "N", "C", "C", "O", "C", "H", "H", "H", "H", "H", "H", "H", "H", "H", "H", "H", "H", "H", "H", "H", "C", "O", "C", "C", "N", "C", "C", "O", "C", "H", "H", "H", "H", "H", "H", "H", "H", "H", "H", "H", "H", "H", "H", "H", "C", "O", "C", "C", "N", "C", "C", "O", "C", "H", "H", "H", "H", "H", "H", "H", "H", "H", "H", "H", "H", "H", "H", "H", "C", "O", "C", "C", "N", "C", "C", "O", "C", "H", "H", "H", "H", "H", "H", "H", "H", "H", "H", "H", "H", "H", "H", "H"], "xyz": [[5.029, -8.409, 0.062], [5.849, -7.059, 0.219], [6.323, -6.564, -1.064], [5.664, -5.322, -1.336], [6.277, -4.595, -2.607], [5.237, -3.831, -3.274], [4.749, -2.776, -2.437], [3.272, -3.093, -1.995], [2.612, -1.923, -1.471], [2.814, -1.767, -0.072], [1.460, -1.902, 0.769], [1.889, -1.973, 2.120], [0.779, -3.143, 0.305], [-0.266, -2.703, -0.578], [-0.198, -3.032, -1.874], [-1.313, -1.993, 0.031], [-2.243, -1.375, -0.956], [-3.169, -2.407, -1.689], [-3.199, -2.349, -2.902], [-4.036, -3.469, -0.989], [-3.939, -4.831, -1.538], [-4.754, -5.880, -0.953], [-5.637, -5.508, 0.151], [-5.717, -4.166, 0.717], [-4.895, -3.105, 0.131], [-0.645, -0.915, 0.857], [-0.850, -1.045, 2.238], [-1.549, -2.236, 2.599], [-0.775, -3.276, 3.188], [-2.927, -2.435, 2.457], [0.722, -0.740, 0.495], [4.984, -8.771, -0.995], [3.980, -8.198, 0.394], [5.449, -9.160, 0.775], [5.171, -6.302, 0.711], [6.736, -7.168, 0.894], [5.749, -4.591, -0.475], [4.581, -5.561, -1.543], [7.035, -3.834, -2.261], [6.714, -5.341, -3.314], [5.381, -2.589, -1.531], [4.715, -1.844, -3.057], [2.721, -3.498, -2.887], [3.279, -3.870, -1.171], [3.140, -0.696, 0.087], [3.621, -2.404, 0.368], [1.822, -1.054, 2.451], [1.408, -3.780, -0.183], [-0.230, -4.028, -2.115], [-0.167, -2.383, -2.658], [-1.636, -0.848, -1.744], [-2.910, -0.587, -0.508], [-3.236, -5.010, -2.387], [-4.693, -6.895, -1.397], [-6.290, -6.305, 0.589], [-6.373, -3.897, 1.578], [-4.917, -2.048, 0.491], [-1.137, 0.055, 0.559], [-0.809, -4.082, 2.646], [-3.021, -3.377, 2.206], [-0.425, 1.226, 3.621], [-0.399, 2.574, 4.046], [-0.689, 3.499, 2.996], [-2.032, 4.175, 3.232], [-3.136, 3.235, 3.038], [-4.433, 3.746, 3.485], [-4.603, 4.030, 4.982], [-4.573, 2.867, 5.796], [-3.275, 2.440, 6.177], [-0.051, 0.608, 4.438], [-1.446, 0.910, 3.393], [0.217, 1.078, 2.746], [-0.648, 3.028, 2.008], [0.093, 4.263, 3.029], [-2.143, 5.009, 2.532], [-2.027, 4.578, 4.251], [-2.937, 2.385, 3.550], [-5.176, 2.996, 3.203], [-4.671, 4.652, 2.918], [-5.601, 4.457, 5.115], [-3.902, 4.787, 5.351], [-2.577, 3.274, 6.282], [-2.889, 1.707, 5.464], [-3.358, 1.939, 7.144], [-2.095, -7.922, 1.177], [-1.507, -6.980, 0.288], [-0.185, -6.604, 0.662], [0.828, -7.136, -0.344], [0.956, -8.584, -0.248], [1.722, -9.184, -1.344], [1.138, -9.076, -2.757], [-0.059, -9.814, -2.944], [-1.244, -9.135, -2.566], [-3.143, -8.033, 0.898], [-1.612, -8.898, 1.089], [-2.043, -7.572, 2.212], [0.060, -6.917, 1.681], [-0.154, -5.507, 0.637], [1.804, -6.675, -0.151], [0.494, -6.830, -1.346], [0.032, -8.996, -0.244], [1.822, -10.246, -1.106], [2.733, -8.766, -1.341], [1.868, -9.521, -3.439], [1.015, -8.037, -3.086], [-1.168, -8.053, -2.710], [-1.502, -9.366, -1.530], [-2.058, -9.507, -3.192], [2.497, 6.909, -3.046], [2.624, 5.574, -3.515], [3.738, 4.881, -2.958], [3.266, 3.771, -2.029], [2.685, 4.321, -0.807], [1.990, 3.334, 0.015], [0.742, 2.672, -0.581], [-0.347, 3.559, -0.765], [-0.326, 4.279, -1.990], [1.719, 7.395, -3.632], [2.196, 6.928, -1.994], [3.432, 7.462, -3.176], [4.434, 5.557, -2.452], [4.274, 4.425, -3.796], [4.115, 3.132, -1.768], [2.536, 3.165, -2.580], [2.024, 5.048, -1.055], [1.687, 3.851, 0.930], [2.701, 2.555, 0.314], [0.396, 1.927, 0.146], [0.956, 2.115, -1.502], [0.138, 3.712, -2.800], [0.178, 5.238, -1.856], [-1.359, 4.494, -2.272], [-0.257, 12.574, -1.004], [-1.212, 12.114, -0.062], [-2.482, 11.819, -0.641], [-2.753, 10.322, -0.602], [-1.889, 9.603, -1.536], [-1.923, 8.150, -1.372], [-1.400, 7.575, -0.050], [-0.003, 7.749, 0.141], [0.372, 8.997, 0.709], [0.621, 12.910, -0.452], [0.050, 11.768, -1.678], [-0.649, 13.415, -1.584], [-2.573, 12.216, -1.657], [-3.231, 12.322, -0.023], [-3.799, 10.138, -0.866], [-2.594, 9.983, 0.429], [-0.934, 9.915, -1.407], [-1.314, 7.732, -2.180], [-2.947, 7.798, -1.536], [-1.559, 6.492, -0.086], [-1.964, 7.932, 0.819], [-0.389, 9.389, 1.388], [0.592, 9.723, -0.077], [1.292, 8.844, 1.276]]}